{
  "formula": "C4H6NO3",
  "method": "ωB97M-V/def2-TZVPD",
  "energy_ev": -11880.376,
  "charge": -1,
  "lumo_ev": 3.885,
  "relative_energy_kcal_mol": 2.1,
  "largest_force_ev_per_a": 1.16,
  "gap_ev": 8.5,
  "symbols": ["O", "O", "O", "N", "C", "C", "C", "C", "H", "H", "H", "H", "H", "H"],
  "coordinates": [[-1.31015, -1.89199, -1.52654], [-1.11074, -2.04833, 0.71571], [2.26620, 1.26409, 0.48265], [0.49846, -0.10728, 0.94980], [1.55367, 0.63920, 1.26476], [-0.88740, -1.54682, -0.41877], [-0.77456, 0.89795, -0.90758], [0.05200, -0.28250, -0.41308], [-0.14235, 1.78557, -1.03864], [-1.56693, 1.13440, -0.18978], [-1.22813, 0.61897, -1.85819], [1.77974, 0.68793, 2.34115], [-0.05312, -0.63361, 1.62146], [0.92332, -0.51757, -1.02295]],
  "forces_ev_per_angstrom": [[-0.1, -0.1, -0.4], [-0.1, 0.1, -0.2], [-0.1, -0.1, 0.0], [0.3, 0.6, 0.0], [0.2, 0.3, 0.0], [0.3, 0.0, 0.7], [0.5, 0.3, -0.2], [-0.8, -0.8, 0.3], [-0.2, -0.1, 0.0], [0.1, -0.1, 0.0], [0.0, 0.1, 0.0], [-0.1, -0.2, 0.2], [0.1, -0.2, -0.1], [-0.1, 0.3, -0.3]]
}

=====

{
  "formula": "C4H6NO3",
  "method": "ωB97M-V/def2-TZVPD",
  "energy_ev": -11880.323,
  "charge": -1,
  "lumo_ev": 3.947,
  "relative_energy_kcal_mol": 3.4,
  "largest_force_ev_per_a": 2.29,
  "gap_ev": 8.4,
  "symbols": ["O", "O", "O", "N", "C", "C", "C", "C", "H", "H", "H", "H", "H", "H"],
  "coordinates": [[0.40576, -1.33908, -2.31955], [-0.38469, -2.31548, -0.45084], [0.41935, 2.18692, 1.45567], [1.62282, 0.46284, 0.72504], [-0.87118, 0.01245, -0.79904], [-0.22266, -1.35800, -1.25010], [0.42182, 1.01286, 1.07935], [-0.80420, 0.22217, 0.69911], [-1.64806, 0.76043, 1.13709], [-0.76654, -0.76624, 1.17613], [-0.37216, 0.73390, -1.44763], [-1.92694, -0.13092, -1.06542], [1.63003, -0.44871, 0.29461], [2.49665, 0.96686, 0.76559]],
  "forces_ev_per_angstrom": [[0.0, 0.1, -0.4], [0.0, 0.1, -0.2], [-0.6, -0.6, 0.5], [-0.2, -1.0, 0.1], [-0.2, -1.3, -0.8], [0.1, -0.1, 1.0], [1.2, 1.6, -1.1], [0.3, 0.2, 1.1], [0.0, 0.1, -0.3], [0.0, 0.0, -0.2], [-0.4, 0.5, 0.4], [0.2, 0.4, -0.2], [0.0, -0.1, 0.0], [-0.5, 0.2, 0.1]]
}

=====

{
  "formula": "C4H6NO3",
  "method": "ωB97M-V/def2-TZVPD",
  "energy_ev": -11874.499,
  "charge": -2,
  "lumo_ev": [6.813, 6.811],
  "multiplicity": 2,
  "relative_energy_kcal_mol": 13.3,
  "largest_force_ev_per_a": 2.03,
  "gap_ev": [6.0, 7.4],
  "s_squared": 0.7572,
  "symbols": ["O", "O", "O", "N", "C", "C", "C", "C", "H", "H", "H", "H", "H", "H"],
  "coordinates": [[0.57394, 1.44410, -3.63268], [-1.03796, -0.28447, 3.10021], [1.23893, -0.26006, 2.86804], [-0.25081, -0.58107, -2.78397], [-0.08439, 0.40190, 0.93721], [-0.29300, 0.53681, -3.47596], [0.04664, -0.24816, 2.43949], [-0.22585, -1.02897, 0.79697], [0.37531, -0.39096, -1.99119], [0.79764, 0.88057, 0.54506], [0.63833, -1.63775, 0.58888], [-0.94392, 1.05557, 0.91045], [-1.25419, 0.70228, -4.02440], [-1.19800, -1.44824, 0.58364]],
  "forces_ev_per_angstrom": [[-0.3, 0.2, 0.3], [0.2, -0.2, -0.2], [-0.1, -0.7, -0.2], [-0.7, 0.7, 0.6], [0.0, -0.1, 0.6], [0.5, -0.1, -0.2], [0.2, 1.8, 0.9], [-0.2, -0.4, -1.0], [0.5, -0.5, -0.5], [0.4, 0.0, 0.2], [0.1, 0.1, -0.2], [-0.4, -0.3, -0.2], [0.0, -0.3, -0.3], [0.0, -0.1, 0.2]]
}

=====

{
  "formula": "C4H6NO3P",
  "method": "ωB97M-V/def2-TZVPD",
  "energy_ev": -21163.417,
  "charge": 0,
  "lumo_ev": 0.269,
  "relative_energy_kcal_mol": 41.8,
  "largest_force_ev_per_a": 4.77,
  "gap_ev": 8.0,
  "symbols": ["P", "O", "O", "O", "N", "C", "C", "C", "C", "H", "H", "H", "H", "H", "H"],
  "coordinates": [[2.72919, 0.32604, 0.54381], [1.24026, -2.01353, -0.26813], [-3.97986, 0.00154, 0.73407], [-1.32899, 1.32792, -0.87391], [1.05729, 0.32876, 0.22662], [0.46573, -0.86654, -0.08803], [-2.82613, 0.12834, 0.40445], [-0.85249, -1.02395, -0.40212], [-1.77853, 0.08924, -0.38039], [-1.11475, -1.90469, -0.81418], [-2.14625, 1.82034, -0.99072], [0.47764, 1.11151, 0.26772], [2.04731, -1.69625, 0.15010], [3.14556, 1.42064, -0.21738], [2.86402, 0.95064, 1.70811]],
  "forces_ev_per_angstrom": [[0.2, -0.8, -1.7], [-0.6, 2.3, 0.7], [2.9, 0.6, -0.2], [-0.3, -0.1, -0.2], [1.9, -1.7, 0.6], [-2.2, -1.9, -1.7], [-4.6, -1.1, 0.7], [1.8, 2.9, 1.3], [1.7, 0.4, 0.1], [-1.0, -2.9, -1.0], [0.2, 0.6, -0.3], [-1.1, 1.3, -0.1], [1.2, -0.9, 0.0], [0.1, 0.2, -0.2], [-0.1, 1.1, 2.0]]
}

=====

{
  "formula": "C4H6NO4",
  "method": "ωB97M-V/def2-TZVPD",
  "energy_ev": -13927.709,
  "charge": -1,
  "lumo_ev": 4.047,
  "relative_energy_kcal_mol": 7.5,
  "largest_force_ev_per_a": 3.62,
  "gap_ev": 9.0,
  "symbols": ["O", "O", "O", "O", "N", "C", "C", "C", "C", "H", "H", "H", "H", "H", "H"],
  "coordinates": [[-2.42705, 0.08875, -0.01418], [1.44391, -2.06898, -0.02729], [-0.67472, -1.05222, 1.44785], [-1.01053, 0.69739, -1.68203], [1.12541, -0.48425, -1.57956], [-1.31899, 0.21852, -0.57134], [0.91393, -1.02222, -0.37800], [-0.13671, -0.25695, 0.46638], [0.35822, 1.09938, 1.12883], [1.26826, 0.98403, 1.71128], [0.44316, 1.94629, 0.41587], [-1.53294, -0.72841, 1.41312], [1.60497, -0.98261, -2.24939], [-0.46027, 1.28950, 1.79878], [0.40334, 0.27178, -1.88031]],
  "forces_ev_per_angstrom": [[-0.1, 0.3, -0.6], [0.0, -0.1, 0.5], [2.7, -1.3, 0.4], [-1.0, 0.6, 0.0], [-1.1, 2.8, 0.4], [0.1, -0.5, 2.0], [-0.1, -0.5, 0.4], [1.1, 1.5, -2.1], [-0.2, -0.6, -1.1], [0.2, -0.1, 0.0], [0.1, -0.6, 0.3], [-3.6, 0.6, 0.2], [1.3, -1.4, -1.2], [-0.3, 0.5, 0.5], [0.8, -1.2, 0.5]]
}

=====

{
  "formula": "C4H6NOP",
  "method": "ωB97M-V/def2-TZVPD",
  "energy_ev": -17069.542,
  "charge": 0,
  "lumo_ev": [0.099, 0.098],
  "relative_energy_kcal_mol": 22.7,
  "largest_force_ev_per_a": 3.03,
  "gap_ev": [8.7, 8.7],
  "symbols": ["P", "O", "N", "C", "C", "C", "C", "H", "H", "H", "H", "H", "H"],
  "coordinates": [[0.38648, -1.35814, -0.74716], [-0.31451, -2.29124, 0.33542], [0.06208, 1.50790, 0.90780], [-1.04409, 0.40605, -1.03032], [1.27314, 0.87610, 0.79216], [-0.98008, 1.20701, 0.19526], [1.46415, -0.38988, 0.31899], [-2.10741, 0.24347, -1.36185], [-1.83871, 1.66375, 0.64298], [-0.98111, -2.93342, 0.08243], [-0.43893, 0.61675, -1.97235], [2.16576, 1.25758, 1.20252], [2.35323, -0.80593, 0.63412]],
  "forces_ev_per_angstrom": [[-1.2, 2.7, -0.7], [-0.4, -0.9, 1.6], [0.2, 0.1, -0.2], [0.8, -1.4, -0.8], [-1.1, -1.8, -1.4], [1.8, 0.4, -0.3], [-2.1, 0.9, -0.6], [1.2, -0.3, 0.4], [-1.0, -0.2, -0.2], [0.1, -0.1, -0.4], [-0.6, 0.5, 1.5], [0.4, 1.3, 0.9], [1.9, -1.2, 0.3]]
}

=====

{
  "formula": "C4H6NOPS",
  "method": "ωB97M-V/def2-TZVPD",
  "energy_ev": -27904.286,
  "charge": 0,
  "lumo_ev": 0.022,
  "relative_energy_kcal_mol": 47.7,
  "largest_force_ev_per_a": 5.76,
  "gap_ev": 8.6,
  "symbols": ["S", "P", "O", "N", "C", "C", "C", "C", "H", "H", "H", "H", "H", "H"],
  "coordinates": [[-2.45019, -1.05656, 0.31700], [1.76267, 0.24344, 0.84193], [1.42367, -1.30233, 0.37239], [-0.66536, 0.73500, -0.34385], [-1.81857, 1.40590, 0.01077], [-0.86216, -0.54600, -0.44162], [-2.77497, 0.62308, 0.49911], [0.09237, -1.53183, -0.69782], [-0.20845, -2.51668, -0.57150], [2.79801, -0.28313, 1.50062], [-3.60955, 1.08736, 0.92442], [2.63678, 0.41059, -0.31019], [0.67803, -1.33498, -1.59985], [-1.71924, 2.48104, 0.20418]],
  "forces_ev_per_angstrom": [[1.0, 1.2, -0.7], [-0.3, 0.3, -1.8], [-3.5, -1.5, -1.6], [-0.5, -0.6, -2.1], [2.5, 0.6, 1.1], [-3.1, 1.6, 2.4], [-0.5, -0.7, -0.3], [5.5, 1.4, 0.6], [-0.3, -1.7, 0.3], [1.7, -0.5, 1.5], [-1.5, -0.1, 0.6], [-0.3, 0.8, 0.4], [-0.4, -0.3, -0.1], [-0.4, -0.5, -0.5]]
}

=====

{
  "formula": "C4H6NP",
  "method": "ωB97M-V/def2-TZVPD",
  "energy_ev": -15017.532,
  "charge": 0,
  "lumo_ev": [-1.879, -4.277],
  "relative_energy_kcal_mol": 129.4,
  "largest_force_ev_per_a": 4.74,
  "gap_ev": [8.1, 3.8],
  "symbols": ["P", "N", "C", "C", "C", "C", "H", "H", "H", "H", "H", "H"],
  "coordinates": [[-0.95427, -1.81104, 0.41605], [-3.34237, 0.80103, -0.36543], [0.14686, 0.41310, -0.77726], [1.56499, -0.63920, 0.93145], [-3.84688, 1.48720, -1.14623], [0.29931, -0.77262, 0.08279], [0.65796, 1.21695, -0.09290], [1.68905, 0.32563, 1.28600], [2.46378, -1.04641, 0.51770], [-0.85793, 0.69556, -1.16277], [0.77353, 0.50664, -1.65647], [1.40598, -1.17682, 1.96706]],
  "forces_ev_per_angstrom": [[0.3, 0.6, -0.3], [0.9, -1.2, 1.0], [0.4, 2.9, 0.2], [-1.5, -3.7, 2.6], [-0.6, 0.8, -0.9], [-0.1, 0.0, 0.8], [-1.7, -0.7, -1.5], [0.3, 2.1, 0.0], [0.4, -0.1, -0.5], [0.5, -0.3, 0.9], [0.5, -0.8, -0.2], [0.4, 0.4, -2.0]]
}

=====

{
  "formula": "C4H6O",
  "method": "ωB97M-V/def2-TZVPD",
  "energy_ev": -6289.488,
  "charge": 0,
  "lumo_ev": -0.096,
  "relative_energy_kcal_mol": 56.0,
  "largest_force_ev_per_a": 1.40,
  "gap_ev": 8.6,
  "symbols": ["O", "C", "C", "C", "C", "H", "H", "H", "H", "H", "H"],
  "coordinates": [[1.33772, 1.46638, -0.75290], [0.06517, -0.64155, 0.99356], [0.37375, 0.75344, -0.60238], [-0.98143, 0.96898, -0.30392], [0.65423, -0.91883, -0.27095], [1.73156, -1.00909, -0.33409], [0.66158, -0.17854, 1.77084], [-1.70920, 0.19835, -0.51010], [-0.88650, -1.05968, 1.29039], [-1.35585, 1.98777, -0.33178], [0.10897, -1.56724, -0.94868]],
  "forces_ev_per_angstrom": [[-0.5, -0.1, 0.1], [-0.6, 0.7, -0.2], [0.8, -1.2, 0.1], [0.2, -0.1, 0.5], [0.0, 0.8, -0.7], [0.0, 0.0, 0.1], [-0.1, 0.0, -0.1], [0.2, -0.1, 0.0], [0.1, 0.0, 0.1], [0.0, 0.0, 0.1], [0.0, 0.0, 0.1]]
}

=====

{
  "formula": "C4H6O",
  "method": "ωB97M-V/def2-TZVPD",
  "energy_ev": -6288.600,
  "charge": 0,
  "lumo_ev": 0.490,
  "relative_energy_kcal_mol": 76.5,
  "largest_force_ev_per_a": 3.39,
  "gap_ev": 8.8,
  "symbols": ["O", "C", "C", "C", "C", "H", "H", "H", "H", "H", "H"],
  "coordinates": [[0.71841, 1.60728, -0.24676], [-2.01460, 0.14762, 0.05513], [1.38744, -0.73078, 0.15893], [0.49663, 0.27342, -0.25590], [-0.79086, -0.28097, -0.22752], [-2.87798, -0.49000, -0.07359], [1.51104, -1.62130, -0.44177], [2.29529, -0.46941, 0.69919], [-0.20976, -1.35268, 0.21321], [1.66697, 1.76948, -0.31846], [-2.18260, 1.14733, 0.43753]],
  "forces_ev_per_angstrom": [[0.1, -0.3, -0.2], [0.0, 0.2, -0.1], [1.3, 1.8, -0.8], [1.2, 0.0, 1.9], [0.6, -2.6, 0.8], [0.1, -0.2, 0.5], [-0.6, -0.3, 0.4], [0.2, 0.2, -0.2], [-2.8, 0.9, -1.7], [-0.1, 0.0, 0.0], [-0.1, 0.2, -0.5]]
}

=====

{
  "formula": "C4H6O",
  "method": "ωB97M-V/def2-TZVPD",
  "energy_ev": -6290.556,
  "charge": 0,
  "lumo_ev": 0.973,
  "relative_energy_kcal_mol": 31.4,
  "largest_force_ev_per_a": 0.50,
  "gap_ev": 11.2,
  "symbols": ["O", "C", "C", "C", "C", "H", "H", "H", "H", "H", "H"],
  "coordinates": [[1.13412, -1.36708, 0.16985], [-0.53095, 0.07743, 1.25884], [-0.25981, 0.79555, -2.16534], [0.60261, -0.05177, 0.22854], [0.14690, 0.41307, -1.09765], [0.52224, -1.89533, -0.36630], [-1.16346, -0.81560, 1.23166], [-1.15708, 0.95059, 1.04627], [-0.61606, 1.14144, -3.11322], [1.44306, 0.57993, 0.53955], [-0.12156, 0.17178, 2.26778]],
  "forces_ev_per_angstrom": [[-0.3, -0.1, -0.2], [0.0, 0.0, 0.1], [0.1, -0.2, 0.4], [-0.1, 0.3, 0.0], [-0.1, 0.1, -0.5], [0.2, 0.1, 0.2], [0.1, 0.1, -0.1], [0.2, -0.1, 0.1], [0.1, -0.1, 0.2], [-0.1, -0.1, -0.1], [0.0, -0.1, -0.1]]
}

=====

{
  "formula": "C4H6O",
  "method": "ωB97M-V/def2-TZVPD",
  "energy_ev": -6288.814,
  "charge": 0,
  "lumo_ev": 1.061,
  "relative_energy_kcal_mol": 71.6,
  "largest_force_ev_per_a": 4.29,
  "gap_ev": 9.9,
  "symbols": ["O", "C", "C", "C", "C", "H", "H", "H", "H", "H", "H"],
  "coordinates": [[-1.52399, -1.01994, 0.54127], [-1.49763, -0.16537, -0.60582], [-1.00628, 0.95500, 0.22692], [-0.29878, -0.31897, 0.12834], [1.05946, -0.76398, 0.04396], [1.51929, -0.43694, 0.88480], [-1.54076, 1.07782, 1.19272], [-0.61806, 1.82510, -0.34841], [1.51355, -0.60589, -0.92535], [1.07038, -1.88439, 0.30477], [-2.00399, -0.32854, -1.46478]],
  "forces_ev_per_angstrom": [[0.4, -1.7, 0.2], [0.9, 0.5, 2.8], [-0.3, 2.5, 0.0], [-1.9, 0.1, -0.7], [-0.7, -4.2, -0.9], [2.3, 1.7, 2.1], [0.3, 0.5, -0.8], [-0.1, -0.4, 0.8], [0.4, 0.2, 0.2], [-0.1, 1.2, -1.0], [-1.1, -0.6, -2.6]]
}